# C15H58Al2O19P

C15H58Al2O19P as an isolated structure at a distorted geometry (the ωB97M-V functional and the def2-TZVPD basis, the Open Molecules 2025 dataset).

XYZ file:
```
95
Properties=species:S:1:pos:R:3:forces:R:3:lowdin_charge:R:1
Al 0.09859 0.03819 -0.26695 0.18 0.54 0.65 1.450
Al -0.02965 -3.55392 -3.72208 -0.33 0.88 1.30 1.111
C 3.16421 -2.49180 -1.63248 -0.53 -0.10 -0.66 -0.232
O 1.80819 -2.29168 -1.52113 -0.78 0.33 0.40 -0.290
H 3.76854 -2.09148 -0.81846 -0.11 0.54 0.47 0.094
H 3.41311 -3.55161 -1.57813 0.04 -0.43 -0.19 0.092
H 3.51367 -2.06506 -2.57262 0.41 -0.01 -0.19 0.066
C 3.00607 -0.53225 2.50932 -1.57 -0.19 -0.47 -0.156
O 1.62640 -0.26217 2.34453 0.39 -0.03 -0.74 -0.211
H 3.53598 -0.49900 1.55738 0.13 0.56 -0.43 0.082
H 3.42297 0.20930 3.19077 0.34 0.05 0.00 0.087
H 3.17978 -1.56462 2.81288 -0.14 -0.14 0.48 0.088
P -1.90668 -0.71652 -3.03185 -0.29 0.28 -0.80 0.135
O -1.35793 -1.69803 -1.97346 1.01 -0.73 0.24 -0.318
O -0.70551 -0.84542 -4.08823 -1.80 -1.09 0.20 -0.249
O -1.78358 0.66734 -2.36381 -0.05 -1.71 0.13 -0.341
O -3.25574 -1.20636 -3.63019 2.54 1.01 0.89 -0.155
C -4.01418 1.92764 0.11312 -1.04 0.18 0.62 -0.142
O -2.78449 1.26166 -0.07578 -0.17 0.18 0.33 -0.156
H -4.63253 2.08817 -0.77004 0.48 -0.22 -0.57 0.082
H -4.67166 1.35170 0.76436 0.11 -0.15 0.29 0.075
H -3.92423 2.92065 0.55353 0.47 0.00 0.14 0.076
H -2.71878 1.03726 -1.00687 0.29 -0.04 -0.47 -0.005
C 5.46876 1.38723 -2.82783 0.90 0.28 -0.26 -0.118
O 4.42963 0.58840 -2.33531 -0.66 -0.30 0.19 -0.135
H 6.39781 1.13341 -2.31740 0.24 -0.04 -0.22 0.089
H 5.55418 1.24554 -3.90520 0.24 0.19 -0.02 0.092
H 5.29184 2.44086 -2.61182 -0.38 -0.12 -0.05 0.088
H 4.55684 -0.31869 -2.62272 -0.04 0.00 0.04 0.077
C -3.52390 2.62878 -4.11985 -1.28 -0.14 -0.01 -0.167
O -2.28459 2.75395 -3.52854 0.98 1.85 -0.41 -0.135
H -4.21686 2.27061 -3.35852 -0.51 -0.19 -0.08 0.073
H -3.93592 3.56905 -4.48623 0.38 0.13 -0.02 0.085
H -3.51307 1.90939 -4.93867 -0.07 -0.09 -0.22 0.084
H -2.11915 1.90214 -3.11787 0.40 -0.48 0.24 -0.050
C 0.00344 -4.02529 1.48571 -0.16 0.17 0.04 -0.119
O 0.13406 -2.93048 0.57793 -0.23 0.12 0.08 -0.180
H 0.83206 -4.05492 2.19325 -0.22 0.27 0.33 0.078
H -0.97020 -3.89511 1.95813 0.28 0.02 0.33 0.089
H -0.01245 -5.01216 1.02318 -0.02 0.09 -0.62 0.070
H 0.90090 -3.04311 0.01148 0.29 -0.05 -0.42 0.020
C -1.29649 3.09030 2.04320 0.05 -0.31 0.26 -0.105
O -0.11096 2.32882 1.76202 -0.60 0.06 -1.46 -0.146
H -1.71333 3.58017 1.16322 0.57 -0.19 -0.28 0.073
H -2.08963 2.44315 2.41767 0.05 -0.10 0.20 0.072
H -1.07107 3.85911 2.78226 0.04 -0.02 0.09 0.093
H 0.39447 2.21170 2.56975 -0.20 0.24 0.24 0.018
C -1.88700 -6.04598 -1.09923 -0.77 0.53 -0.64 -0.106
O -1.45022 -4.69198 -1.40917 0.72 -1.62 -0.38 -0.239
H -1.96967 -6.27599 -0.03699 0.58 0.30 0.15 0.080
H -2.90806 -6.15230 -1.46562 -0.08 -0.16 -0.21 0.081
H -1.27785 -6.78825 -1.61505 0.22 0.29 0.13 0.083
H -2.07811 -4.11477 -0.96851 -0.36 0.61 0.39 0.018
C -2.82756 -0.64722 2.81425 -1.00 -1.40 -0.44 -0.127
O -1.51107 -0.64135 2.33794 0.77 1.13 -0.25 -0.148
H -3.38430 0.27304 2.63746 0.34 -0.04 -0.05 0.077
H -3.27875 -1.50116 2.30896 -0.88 0.24 -0.32 0.072
H -2.89220 -0.97556 3.85161 0.26 0.60 0.41 0.089
H -1.09660 -1.32529 2.86902 0.82 -0.38 0.01 0.028
C 2.22176 2.50343 5.09751 1.64 -0.06 0.32 -0.149
O 1.25454 2.25217 4.14503 -1.71 -0.02 -0.57 -0.126
H 3.13426 2.73932 4.54997 0.46 0.24 0.38 0.082
H 1.98568 3.33791 5.75782 -0.37 -0.07 -0.28 0.093
H 2.41697 1.62050 5.70614 -0.03 -0.03 0.24 0.082
H 1.47501 1.44603 3.67268 0.21 -0.51 0.02 0.036
C 1.56414 1.64527 -3.85243 0.49 2.22 -2.19 -0.171
O 1.04148 0.64378 -3.12400 0.65 -1.12 2.45 -0.099
H 2.13743 1.34042 -4.72794 0.97 -0.86 0.16 0.096
H 0.84981 2.20684 -4.45450 -0.89 0.46 0.69 0.099
H 2.16973 2.35218 -3.28530 -0.05 -0.31 0.27 0.086
H 0.32686 0.19121 -3.57798 -0.59 -0.24 -0.56 -0.021
C 0.41335 4.11998 -1.39645 0.37 0.71 -0.38 -0.126
O -0.16587 2.85378 -1.37141 -0.11 -1.53 0.57 -0.155
H 0.98106 4.36828 -0.49970 -0.44 -0.14 0.28 0.085
H 1.12880 4.17794 -2.21673 0.03 0.22 -0.27 0.073
H -0.43287 4.78074 -1.58458 0.55 0.80 0.21 0.101
H -0.96259 2.97530 -1.89301 -0.40 -0.64 -0.19 0.044
C 3.64147 2.26551 0.36303 0.22 1.36 -0.08 -0.144
O 2.85768 1.40286 -0.41547 -0.94 -0.25 0.59 -0.167
H 4.30274 2.88950 -0.23819 0.20 -0.17 -0.55 0.079
H 3.00428 3.03650 0.79624 -0.18 -0.43 0.59 0.085
H 4.31103 1.79586 1.08359 -0.38 -0.32 0.29 0.078
H 3.39363 1.11265 -1.15718 0.22 -0.47 -0.56 0.007
C 0.03664 -1.68160 5.49571 0.26 -0.45 -0.22 -0.100
O 0.15269 -2.05453 4.09802 -0.63 -0.42 1.18 -0.142
H 1.01060 -1.42635 5.91327 0.00 0.60 -0.19 0.078
H -0.73429 -0.92951 5.66337 0.28 0.33 -0.14 0.080
H -0.24346 -2.52708 6.12405 -0.25 -0.42 -0.60 0.080
H 0.68014 -1.40667 3.62508 0.40 0.44 -0.18 0.019
C -4.22970 -2.18718 -0.46887 0.06 -0.39 -0.27 -0.098
O -2.92729 -2.71850 -0.16529 -1.34 -0.05 0.48 -0.141
H -4.14871 -1.18869 -0.89848 0.03 0.20 0.17 0.068
H -4.73593 -2.79866 -1.21582 -0.02 -0.15 -0.02 0.086
H -4.86244 -2.15095 0.41793 0.28 0.01 0.12 0.085
H -2.34662 -2.29643 -0.80270 0.76 0.30 -0.17 -0.020
```
Positions in Å, forces in eV/Å.

Net charge: +1

# C4H9IN

An isolated ion of composition C4H9IN and charge +1 at a distorted geometry (the ωB97M-V functional and the def2-TZVPD basis, the Open Molecules 2025 dataset).

XYZ file:
```
15
Properties=species:S:1:pos:R:3:forces:R:3:lowdin_charge:R:1
C 1.28011 1.38493 0.01140 1.63 1.89 -2.80 -0.073
C 0.67433 0.51362 -1.11793 1.67 0.07 0.78 -0.732
C -1.31812 -1.26787 0.29332 -0.60 0.18 -0.40 -0.068
C -0.09412 -0.74892 0.94865 2.70 -0.57 2.31 -0.172
N 0.12231 0.57669 0.27230 -1.95 0.23 0.16 -0.143
I -0.49235 1.12960 -2.73848 0.24 0.07 0.34 0.966
H 2.34359 1.09017 0.28361 -1.83 0.43 0.21 0.160
H 1.02753 2.50535 -0.19828 0.69 -2.12 1.18 0.164
H 1.37408 -0.36343 -1.31213 -1.63 0.86 0.39 0.126
H -1.16802 -1.43581 -0.76479 0.12 0.28 -0.35 0.071
H -1.77539 -2.18024 0.61598 0.15 -0.45 0.89 0.095
H -2.02629 -0.46075 0.44365 -0.74 -0.14 -0.29 0.091
H 0.87162 -1.32058 0.79938 -1.15 0.45 -0.24 0.147
H -0.10228 -0.66132 2.10293 -0.49 0.35 -1.90 0.166
H -0.71703 1.23856 0.36040 1.20 -1.52 -0.28 0.204
```
Positions in Å, forces in eV/Å.

Energy relative to the best compared isomer or geometry (same formula, charge and spin), kcal per mole: 48.7
Structure (SMILES): CC[N@H+]1C[C@@H]1I
Net charge: +1

# C2H3F3N2O

A single C2H3F3N2O molecule at a distorted geometry (the ωB97M-V functional and the def2-TZVPD basis, the Open Molecules 2025 dataset).

XYZ file:
```
11
Properties=species:S:1:pos:R:3:forces:R:3:lowdin_charge:R:1
C 1.49484 0.17850 -0.10152 -0.90 -1.39 2.31 -0.266
C 2.98847 0.12464 0.08327 2.51 -0.32 1.47 -0.482
N 0.72460 -0.92189 0.45572 4.84 -0.38 -0.82 -0.098
N -0.40940 -0.64792 1.04822 -2.35 -0.94 0.13 0.050
O 0.90300 -0.62155 -1.02579 -1.11 0.20 -1.21 0.046
F 3.71925 0.38842 -1.01497 -0.85 -0.58 0.13 0.149
F 3.38804 1.08525 0.98064 -0.77 -0.68 -0.37 0.104
F 3.43083 -1.08383 0.62353 -0.83 1.72 -1.18 0.104
H 1.01141 1.04595 0.31297 0.22 1.30 -0.89 0.151
H -1.00063 0.08195 0.63214 0.07 -0.39 0.10 0.115
H -0.80719 -1.60720 1.07709 -0.83 1.47 0.33 0.126
```
Positions in Å, forces in eV/Å.

Energy relative to the best compared isomer or geometry (same formula, charge and spin), kcal per mole: 78.6
Structure (SMILES): NN1O[C@@H]1C(F)(F)F
Net charge: 0

no.,HOMO energy (Eh),orbital gap (hartree)
1,-0.4260,0.1140
2,-0.5121,0.3737
3,-0.3936,0.4238